Record 1
Below is 12 unconnected molecules or ions with the total composition C26H72F3O13 at a distorted geometry, with properties calculated with the ωB97M-V functional and the def2-TZVPD basis.

Cartesian coordinates (Å):
1 H 6.0914 2.3863 -2.5555
2 C -3.5284 3.0666 1.9020
3 H -0.2229 -0.5570 3.9711
4 H -3.4137 -0.2104 -0.7087
5 H -1.1408 2.2056 0.1440
6 C -1.9391 -3.1117 1.3021
7 H -1.6107 7.1370 -0.4814
8 C 0.0686 3.0358 -3.3294
9 H 3.6737 -1.7602 1.5483
10 H -0.1505 -5.9013 -4.6772
11 O -3.3527 -0.1086 -3.4691
12 H -0.8741 -6.5396 -3.1999
13 O 4.7850 -3.3817 2.0860
14 H 3.0054 -5.8189 -1.7250
15 H 0.4639 1.7179 4.0573
16 H 0.6253 2.5002 0.0236
17 C 4.6508 -2.1939 1.3111
18 H 2.7477 0.8740 3.7926
19 C -0.7605 5.9546 1.1358
20 O 0.5813 2.6691 4.1805
21 C -0.6680 3.2559 4.5294
22 F 1.2080 -2.1082 -0.3586
23 H -0.8687 5.8996 2.2266
24 H -3.5391 -4.0442 0.1285
25 H -4.7651 -0.9526 -1.4906
26 H 4.0092 1.4711 -2.4023
27 H 5.4757 -3.1116 -0.4647
28 H -0.0952 1.9649 1.5354
29 O -5.8633 3.5528 1.7471
30 H -1.3402 2.5634 5.0432
31 H -0.1995 3.9158 -3.9197
32 H -2.5334 -3.2152 2.2088
33 O 0.2283 -0.2368 3.1876
34 C -3.9864 0.7696 -2.5635
35 C 2.6061 -6.2342 -0.7989
36 O -1.9046 -3.8469 -4.9936
37 C -1.0622 -5.9244 -4.0802
38 H 2.7649 -7.3156 -0.8229
39 C 1.5040 3.0472 -2.8582
40 H -2.8338 2.2268 2.0209
41 C -1.7838 6.9088 0.5749
42 O -0.1289 0.3489 -1.3981
43 C -0.0126 0.4151 0.0189
44 C 2.5953 0.2406 2.9186
45 H -5.0249 2.4000 3.2103
46 H -1.8363 -6.3714 -4.7116
47 H -0.8911 -3.2685 1.5561
48 H 2.9499 1.4843 -0.0770
49 H -3.3261 3.4724 0.9112
50 C -4.3199 0.0205 -1.2729
51 H 2.2964 0.8330 2.0564
52 H 1.6170 -1.5471 2.3140
53 O 0.6896 -6.2229 0.6854
54 H -2.2643 -5.8939 -0.2805
55 O -0.1877 1.8811 -4.1087
56 H -2.8198 -4.1008 -5.1510
57 C -0.4158 4.4662 5.4011
58 C -0.1368 -0.9718 -1.9741
59 H -5.0530 0.5767 -0.6824
60 H 3.9200 -3.7908 2.1679
61 C 4.6124 -2.5056 -0.1742
62 C 3.7408 2.1792 -0.3554
63 O 0.5460 6.4020 0.8004
64 H 4.6414 -1.6398 -0.8399
65 C -0.1500 1.8651 0.4488
66 H 1.7522 2.1655 -2.2719
67 H -1.2572 5.1645 5.3681
68 H 3.5440 -0.2679 2.7354
69 H -4.8648 1.2201 -3.0291
70 H 5.0541 0.6945 -1.2106
71 H 2.2286 3.1670 -3.6635
72 H -3.1878 3.7595 2.6728
73 H -5.0719 1.6336 1.5483
74 H -2.1015 -3.6420 -0.8097
75 H -1.1568 3.5740 3.6052
76 H 4.3256 2.4553 0.5231
77 C 4.5918 1.6469 -1.4968
78 H -1.9781 -2.0751 0.9548
79 C 1.5346 -0.8317 3.1379
80 H -2.7691 6.4414 0.5752
81 H -3.3083 1.6170 -2.3955
82 H 5.4577 -1.4983 1.5281
83 H -6.7575 3.2086 1.6983
84 O -0.4989 -0.8825 -3.2627
85 H 0.9371 -0.0181 0.3512
86 H 1.1820 5.8114 1.2160
87 H -0.9336 -1.4635 -1.3643
88 F 2.2577 -0.9733 -1.9485
89 H -0.2096 4.2361 6.4448
90 C -4.9365 2.5476 2.1271
91 H -0.7971 -0.2143 0.4580
92 H -0.2778 -6.1381 0.6521
93 H -2.2768 -4.3889 -3.0106
94 H 1.5603 3.9234 -2.1942
95 O -1.9640 -5.3188 0.4347
96 C 1.1959 -5.7665 -0.5668
97 H -2.4665 -0.3266 -3.1230
98 C -1.5161 -4.4930 -3.7916
99 H -1.7264 7.8825 1.0630
100 C 1.1730 -1.7155 -1.6671
101 H 3.7191 -3.0493 -0.4867
102 H -0.2643 1.1134 -3.4967
103 H -0.6093 3.0096 -2.4679
104 C -2.4461 -3.9920 0.1669
105 H 3.2300 -5.8795 0.0264
106 H 0.5316 -5.9533 -1.4154
107 O 5.6517 2.5756 -1.7245
108 F 1.3445 -2.8752 -2.3456
109 H 0.4017 5.0532 4.9756
110 H -0.6604 -3.9397 -3.3969
111 H 3.2859 3.1169 -0.6801
112 H 1.6568 -1.4091 4.0580
113 H -0.9426 4.9497 0.7356
114 H 1.2684 -4.6773 -0.4577

Computed properties:
E in Eh: -2311.47073
Multiplicity: 1
Total charge: -1

---

Record 2
Below is a molecular structure, C26H72F6NO16S2Zn at a distorted geometry, with properties calculated with the ωB97M-V functional and the def2-TZVPD basis.

Cartesian coordinates (Å):
1 H 1.4923 -5.1965 -3.7295
2 H 3.3874 4.0691 0.5906
3 H -1.1658 -3.9404 -5.9915
4 C 2.3158 -5.0793 -4.4339
5 C 4.2621 1.3975 -1.6946
6 S 0.5101 -1.8082 -0.7608
7 H -4.5185 0.5520 5.3694
8 H 4.5501 2.3105 -1.1735
9 H -4.8759 -1.9927 2.3947
10 C 0.4427 3.1197 -3.2619
11 H -2.3257 3.0667 -2.6186
12 H 4.0507 -4.2377 -3.1374
13 F 0.5435 -4.1917 0.4572
14 C -5.8920 0.9208 1.4705
15 H 0.2340 -1.5434 -5.0347
16 O -2.6055 0.2578 0.6277
17 H -5.2167 2.2112 -2.0757
18 H 4.9773 3.3174 3.1962
19 H -4.9158 3.9479 -2.4913
20 H 2.5622 3.5368 1.9933
21 H -0.3659 3.3613 -3.9517
22 C -0.3346 -3.5076 -0.3274
23 H 3.6379 2.3915 1.1700
24 H 3.2418 1.1381 -1.4121
25 H 5.2440 2.2427 -3.3075
26 C -0.1251 1.3441 0.6982
27 N -0.8928 -0.7704 -0.9029
28 C -0.1602 5.0439 2.6694
29 H 4.0207 -3.6205 -4.7663
30 H -1.5965 -0.1865 5.0629
31 H -2.6629 -0.7157 3.8526
32 S -1.1980 -0.1902 0.5634
33 H 1.1595 2.3414 5.5258
34 H 3.7102 -3.6248 -0.8051
35 H 6.1968 3.1726 1.6327
36 O -0.5506 0.8393 -3.4921
37 H 6.3217 -3.7495 0.8663
38 H -0.4495 -2.5901 -6.9101
39 H -1.4338 5.5264 4.3335
40 O 3.0462 -6.1937 -4.6078
41 Zn -1.7851 -0.5362 -2.5870
42 H -1.8489 -2.9623 -3.7086
43 H -2.0568 -1.9711 6.0297
44 C -0.3691 -2.4123 -4.7714
45 H -2.0888 4.4388 3.1113
46 H -0.7260 5.5419 1.8820
47 H 0.9071 5.9041 4.1415
48 H -4.7666 2.8377 -3.7104
49 H 0.2973 1.3796 4.2674
50 C -1.0812 -2.8560 -6.0625
51 C 5.7848 -3.3833 -0.0088
52 H 2.6553 -1.0003 5.6559
53 H -7.1479 -1.3354 -0.4391
54 O -0.7463 -0.9442 1.7280
55 H 7.1433 -4.0765 -1.2699
56 C -4.6006 2.9145 -2.6358
57 F -0.6730 -4.0843 -1.5294
58 H -4.8931 1.3539 1.4179
59 O -7.2471 -0.6930 0.2673
60 H -5.3153 -0.8951 0.4084
61 F -0.5196 2.2693 -0.1721
62 O 1.1540 -2.0181 -2.0330
63 H 1.2898 1.4005 -4.1611
64 H 3.3283 0.8816 5.0109
65 O -1.3318 -2.1538 -3.7324
66 H 0.1437 3.3699 -2.2441
67 F 1.1665 1.1455 0.3261
68 H -3.0984 -2.2082 2.2581
69 H 3.6121 2.7465 -3.3891
70 C -4.2489 -3.7496 1.3495
71 C 1.2635 1.7328 4.6276
72 O -2.8532 -1.4560 5.8813
73 H 1.3452 3.6941 -3.4709
74 H 5.8238 -2.2951 0.0397
75 C -6.0104 -0.0701 0.2525
76 O 6.2657 -3.6877 -1.2858
77 H -3.1300 3.1360 -1.0573
78 H -3.9686 -2.6008 4.4408
79 O 1.4667 -1.4700 0.2649
80 H -6.5875 1.7530 1.3620
81 C -2.6370 -0.4759 4.9155
82 H -3.9197 -3.2865 0.4193
83 C 2.3092 0.5663 4.7870
84 C 3.3832 -3.9872 -3.9619
85 C -4.0536 -2.7078 2.4195
86 H 3.9731 -4.5725 0.5079
87 O 1.0117 5.7726 3.1963
88 O -4.2109 -3.2183 3.7469
89 C 4.6835 3.9670 2.3717
90 C -3.5207 0.8207 5.0227
91 C -1.1913 4.6919 3.6755
92 H -3.5573 1.3828 4.0895
93 H -3.6410 -4.6464 1.4686
94 H -3.0659 1.5106 5.7336
95 H 4.4052 4.9673 2.7036
96 H 1.8206 -4.7783 -5.3570
97 H 1.6166 2.4376 3.8749
98 H 4.3903 0.0369 -3.7629
99 F -0.2130 1.8314 1.9588
100 C 4.2336 -3.5765 0.1498
101 C -3.1628 2.6716 -2.0429
102 H 2.4089 -0.0542 3.8965
103 O -2.9708 1.2395 -1.8486
104 H 0.1849 4.0976 2.2528
105 F -1.4932 -3.3299 0.3352
106 O 1.9006 -0.4070 5.6550
107 H 3.8887 -2.7529 0.7750
108 H 3.7123 -6.1059 -5.2935
109 O 3.8713 0.8162 -3.9750
110 H 1.1071 1.0174 -2.5310
111 O 5.7409 4.0014 1.4689
112 C 4.2277 1.8756 -3.1639
113 H -3.2937 1.0511 -0.9644
114 H -0.9021 1.1216 -4.3396
115 H -1.1091 3.8475 4.3598
116 H 4.9582 0.5963 -1.4467
117 H 0.2711 -3.2338 -4.4498
118 H 2.8090 -3.1262 -3.6197
119 H -5.8534 0.3297 -0.7493
120 H -5.3105 -3.9838 1.2703
121 C 0.6051 1.5645 -3.3290
122 H -6.0085 0.4247 2.4340
123 C 3.5109 3.4326 1.4668
124 H -2.0833 -2.4390 -6.1619

Computed properties:
E in Eh: -5466.79670
Multiplicity: 1
Total charge: +1

---

Per-record HOMO, eV: -4.98; -11.40